Record 1
Molecular formula: C4H3BrN
Method: DFT, ωB97M-V/def2-TZVPD

```
9
Properties=species:S:1:pos:R:3:nbo_charge:R:1
C 0.1816 -0.6396 0.6453 0.12
C 0.7116 -0.3566 -0.5995 -0.44
C -0.8784 0.2116 1.1755 -0.13
C 0.2494 0.6518 -1.3634 0.13
N -1.3849 1.1539 0.5695 -0.04
Br 0.2660 1.5033 -2.8880 0.53
H 0.5209 -1.4971 1.2135 0.26
H 1.5382 -0.9788 -0.9440 0.30
H -1.2045 -0.0483 2.1911 0.28
```

Calculated values
HOMO (spin up / spin down), eV: -13.968 / -13.965
Total charge: +1
Kohn-Sham gap (spin up / spin down), eV: 6.25 / 6.29
LUMO level (spin up / spin down), Ha: -0.284 / -0.282
Relative energy (zero: lowest compared OMol25 entry of this formula, charge and spin), eV: 2.698
Spin multiplicity: 1

---

Record 2
Molecular formula: C30H80O10
Method: DFT, ωB97M-V/def2-TZVPD

```
120
Properties=species:S:1:pos:R:3:lowdin_spin:R:1
C -16.0587 -9.2868 21.9007 0.03
C -17.0049 -10.1031 22.8375 0.03
C -18.4791 -9.6550 22.7714 0.03
O -16.9763 -11.4063 22.3495 0.06
H -16.0683 -8.2025 22.0124 0.00
H -16.2864 -9.5549 20.8691 0.00
H -15.0165 -9.5103 22.1285 0.01
H -16.5520 -10.1000 23.8289 0.01
H -18.5816 -8.5949 23.0034 0.00
H -19.1006 -10.2772 23.4154 0.01
H -18.7664 -9.7839 21.7279 0.00
H -16.1928 -11.8282 22.7097 0.03
C -11.9145 -5.5406 30.1094 0.01
C -12.4811 -4.5285 29.1648 0.01
C -13.9492 -4.5927 28.8441 0.01
O -12.1599 -3.2866 29.6723 0.01
H -12.5676 -5.5849 30.9809 0.00
H -10.8741 -5.3478 30.3712 0.00
H -11.9255 -6.4986 29.5897 0.00
H -11.8957 -4.7162 28.2647 0.00
H -14.1581 -5.5974 28.4764 0.00
H -14.2132 -4.0051 27.9648 0.00
H -14.6067 -4.4581 29.7030 0.00
H -12.1769 -2.6511 28.9529 0.00
C -16.3291 -3.6328 22.9779 0.01
C -17.1618 -4.4251 24.0038 0.01
C -17.6852 -5.7707 23.5786 0.01
O -16.5205 -4.4652 25.2893 0.00
H -15.5714 -4.3097 22.5833 0.00
H -15.9468 -2.7615 23.5097 0.00
H -17.1298 -3.4741 22.2555 0.00
H -18.0226 -3.7569 24.0298 0.00
H -18.5695 -6.2089 24.0413 0.00
H -16.8994 -6.5140 23.4438 0.00
H -17.9369 -5.7763 22.5181 0.00
H -16.6971 -5.2938 25.7407 0.00
C -17.5531 -7.8809 29.0228 0.01
C -16.9395 -7.5659 27.6210 0.00
C -17.6862 -8.2029 26.3917 0.02
O -16.8416 -6.1968 27.3741 0.00
H -17.4793 -8.9566 29.1824 0.00
H -18.6289 -7.7055 29.0222 0.00
H -17.1114 -7.4251 29.9090 0.00
H -15.9435 -8.0078 27.6521 0.00
H -17.7983 -9.2751 26.5523 0.02
H -17.1466 -8.1122 25.4490 0.00
H -18.6078 -7.7177 26.0704 0.01
H -16.4016 -5.7538 28.1033 0.00
C -12.0967 -8.4902 26.1040 0.03
C -12.7997 -8.4142 24.7069 0.03
C -14.3123 -8.3812 25.0103 0.02
O -12.3424 -7.3382 23.9966 0.01
H -12.2317 -7.5958 26.7122 0.00
H -11.0495 -8.7817 26.0232 0.00
H -12.5547 -9.3081 26.6603 0.01
H -12.6121 -9.3056 24.1084 0.02
H -14.7215 -8.1556 24.0255 0.00
H -14.7904 -7.5620 25.5474 0.00
H -14.6190 -9.3469 25.4121 0.02
H -12.9109 -7.2610 23.2268 0.01
C -20.3936 -6.2585 32.4629 0.00
C -19.5555 -5.2576 31.6440 0.00
C -20.2232 -5.1375 30.2250 0.01
O -19.6820 -4.0177 32.2010 0.00
H -20.4869 -7.2518 32.0239 0.00
H -21.4446 -5.9739 32.5121 0.00
H -20.0014 -6.3984 33.4702 0.00
H -18.5414 -5.6426 31.5369 0.00
H -21.2951 -4.9526 30.2952 0.00
H -20.1806 -6.1048 29.7245 0.00
H -19.7343 -4.3479 29.6543 0.00
H -19.1458 -3.3914 31.7092 0.00
C -22.6659 -9.6179 32.3825 0.01
C -22.4857 -10.1211 30.9730 0.01
C -21.3738 -9.3536 30.2027 0.01
O -22.2125 -11.5069 31.0052 0.01
H -21.8163 -9.9856 32.9579 0.00
H -23.5054 -10.1275 32.8555 0.00
H -22.7782 -8.5375 32.4737 0.00
H -23.4247 -9.9026 30.4644 0.00
H -21.3757 -9.7489 29.1870 0.01
H -20.3853 -9.4014 30.6597 0.00
H -21.5891 -8.2899 30.1010 0.00
H -22.2976 -11.9100 30.1381 0.01
C -16.8886 -2.1726 31.5217 0.00
C -17.5646 -1.4808 30.2901 0.00
C -17.3611 -2.3324 29.0717 0.01
O -18.9238 -1.3957 30.6538 0.00
H -15.9131 -2.4372 31.1136 0.00
H -17.2764 -3.1699 31.7291 0.00
H -16.6744 -1.4580 32.3165 0.00
H -17.2597 -0.4345 30.2733 0.00
H -17.7595 -3.3434 29.1559 0.00
H -16.3122 -2.4385 28.7947 0.00
H -17.7915 -1.8764 28.1801 0.00
H -19.3259 -0.9211 29.9226 0.00
C -19.8023 -13.9577 30.9891 0.02
C -19.3280 -13.1199 29.7601 0.03
C -18.4018 -11.9486 30.1328 0.02
O -18.4769 -13.9530 28.9538 0.07
H -20.3883 -13.3421 31.6716 0.00
H -18.8484 -14.2302 31.4407 0.00
H -20.2898 -14.9021 30.7471 0.01
H -20.1689 -12.6680 29.2340 0.01
H -18.8156 -11.0159 30.5160 0.00
H -17.9553 -11.7070 29.1683 0.01
H -17.6655 -12.3377 30.8361 0.00
H -18.7006 -14.8862 28.9801 0.01
C -14.0906 -9.2397 30.3189 0.02
C -14.2339 -10.5988 29.6213 0.02
C -14.4420 -11.9083 30.4402 0.04
O -15.3188 -10.4131 28.7062 0.06
H -15.0643 -9.0036 30.7482 0.00
H -13.7189 -8.4637 29.6498 0.00
H -13.4162 -9.3980 31.1604 0.00
H -13.3027 -10.7491 29.0751 0.01
H -14.1424 -12.8645 30.0113 0.01
H -15.3942 -12.0576 30.9492 0.00
H -13.7597 -11.7969 31.2829 0.00
H -15.5875 -11.2943 28.4363 0.03
```

Calculated values
HOMO (spin up / spin down), eV: 0.677 / -7.659
Total charge: -1
Kohn-Sham gap (spin up / spin down), eV: 1.50 / 9.77
LUMO level (spin up / spin down), Ha: 0.080 / 0.078
Relative energy (zero: lowest compared OMol25 entry of this formula, charge and spin), eV: 2.170
Spin multiplicity: 2

---

Record 3
Molecular formula: C6H14O2
Method: DFT, ωB97M-V/def2-TZVPD

```
22
Properties=species:S:1:pos:R:3:nbo_charge:R:1
C -2.0614 0.5853 -2.3070 -0.65
C -0.9314 0.9259 -1.3530 -0.16
C -1.0428 0.6244 -0.0546 -0.23
C 0.0918 0.8319 0.9044 -0.44
C 0.4253 -0.4840 1.6776 -0.42
C 1.9037 -0.7423 1.8173 -0.06
O 2.5559 0.3969 2.3597 -0.72
H -2.2741 1.4299 -2.9661 0.21
H -1.7159 -0.2206 -2.9148 0.24
H -2.9502 0.3465 -1.7494 0.20
H -0.0302 1.3332 -1.7968 0.19
H -2.0254 0.2799 0.2398 0.20
H 0.9913 1.1586 0.3852 0.22
H -0.1732 1.5770 1.6609 0.21
H -0.0064 -0.4386 2.6785 0.20
H -0.0425 -1.3229 1.1541 0.21
H 1.9670 -1.6998 2.3499 0.16
H 2.4526 -0.8551 0.8787 0.17
H 1.9770 0.9258 2.9222 0.47
O 0.0119 -1.7303 -2.2676 -0.93
H -0.0947 -1.3657 -1.3720 0.47
H 0.9717 -1.5559 -2.2472 0.46
```

Calculated values
HOMO, eV: -9.310
Total charge: 0
Kohn-Sham gap, eV: 10.11
LUMO level, Ha: 0.029
Relative energy (zero: lowest compared OMol25 entry of this formula, charge and spin), eV: 1.807
Spin multiplicity: 1

---

Record 4
Molecular formula: CH9O4
Method: DFT, ωB97M-V/def2-TZVPD

```
14
Properties=species:S:1:pos:R:3:nbo_charge:R:1
C 0.8015 -1.4327 -1.2787 -0.22
O -0.1803 -0.7191 -0.6061 -0.95
H 0.8435 -1.2538 -2.3731 0.12
H 0.5761 -2.5088 -1.1599 0.12
H 1.8133 -1.2372 -0.8870 0.12
H 0.0415 1.4676 1.8640 0.50
H 0.3214 2.6714 0.9824 0.47
O -0.0271 2.4409 1.8363 -0.98
H -0.8666 0.4905 -1.1703 0.51
H -2.0704 1.4800 -0.7960 0.44
O -1.3878 1.3402 -1.4339 -1.05
H 0.1875 -0.6955 0.8706 0.51
H -0.3553 -1.3022 2.2490 0.45
O 0.3026 -0.7413 1.9028 -1.05
```

Calculated values
HOMO, eV: -4.155
Total charge: -1
Kohn-Sham gap, eV: 8.42
LUMO level, Ha: 0.157
Relative energy (zero: lowest compared OMol25 entry of this formula, charge and spin), eV: 0.191
Spin multiplicity: 1

---

Record 5
Molecular formula: C3H12B2Br2Na4O3
Method: DFT, ωB97M-V/def2-TZVPD

```
26
Properties=species:S:1:pos:R:3:nbo_charge:R:1
Na 2.5167 -0.7159 1.9197 0.89
Na -1.2783 0.9784 0.4940 0.96
Na -0.6657 -1.9844 2.2903 0.92
Na 2.1135 2.9113 0.6377 0.96
C -1.6724 0.4109 3.6513 0.92
O -2.0757 0.1650 2.4994 -0.99
O -1.8733 1.5016 4.1913 -0.77
O -0.8541 -0.3897 4.1891 -0.93
B -0.3757 3.5508 0.7939 -0.85
H -1.1411 3.1999 1.4685 0.05
H -0.6738 4.5099 0.3995 0.03
H 0.4923 3.7855 1.3903 -0.08
H -0.1352 2.8055 0.0517 -0.11
B 0.6060 -0.6619 0.3515 -0.96
H 0.4235 -0.3827 1.3777 -0.02
H -0.2695 -1.0869 -0.1146 0.01
H 0.8095 0.3202 -0.0463 0.00
H 1.4141 -1.3383 0.1200 -0.03
Br 1.8025 -0.2644 -3.0640 -0.04
C 1.1303 -2.1539 -3.2472 -0.42
C -0.4249 -2.2155 -3.1848 -0.40
Br -0.9838 -4.1692 -3.3306 -0.04
H 1.4468 -2.7527 -2.3931 0.23
H 1.3421 -2.4773 -4.2664 0.23
H -0.9633 -1.6989 -3.9794 0.23
H -0.7106 -1.8471 -2.1995 0.22
```

Calculated values
HOMO, eV: -5.146
Total charge: 0
Kohn-Sham gap, eV: 2.72
LUMO level, Ha: -0.089
Spin multiplicity: 1

---

Record 6
Molecular formula: C55H52F9N6O2P2Si2Ta
Method: DFT, ωB97M-V/def2-TZVPD

```
129
Properties=species:S:1:pos:R:3:mulliken_charge:R:1
Ta -0.0932 -0.4545 -0.2965 -1.24
C -2.3231 -4.2443 1.4900 -1.16
Si -0.8656 -3.1415 1.8243 0.83
C -0.5301 -3.1849 3.6594 -1.19
C 0.6844 -3.6932 0.9294 -1.25
N -1.0531 -1.4711 1.2254 0.97
P -1.8367 -0.1342 1.8339 1.07
C -0.8611 1.0739 1.0940 -0.95
P 0.7635 1.3818 1.5482 2.26
N 1.5838 0.2203 0.6217 0.44
Si 3.3985 0.1115 0.5415 1.00
C 3.8519 -1.7038 0.3896 -0.99
C 4.3163 0.6422 2.0756 -1.45
C 4.0017 1.2113 -0.8457 -0.69
C 1.3015 3.0303 1.0480 0.30
C 2.4398 3.6460 1.5692 -0.16
C 2.8610 4.8715 1.0772 -1.09
C 2.1505 5.4976 0.0630 -0.82
C 0.9965 4.9104 -0.4363 -0.72
C 0.5702 3.6899 0.0609 -0.83
C 1.2257 1.1573 3.2642 0.70
C 1.2356 2.2327 4.1530 -0.53
C 1.5342 2.0178 5.4897 -0.85
C 1.8100 0.7340 5.9427 -0.92
C 1.7904 -0.3391 5.0615 -1.08
C 1.5018 -0.1271 3.7235 -1.03
C -2.2064 -0.2410 3.5929 1.43
C -1.7151 0.6323 4.5543 -0.63
C -2.0904 0.4901 5.8826 -0.58
C -2.9570 -0.5244 6.2565 -0.79
C -3.4757 -1.3836 5.2951 -0.75
C -3.1142 -1.2361 3.9687 -0.77
C -3.4841 0.0327 1.1277 1.18
C -4.2394 -1.0720 0.7617 -0.03
C -5.5387 -0.9062 0.3016 -1.06
C -6.0867 0.3642 0.2213 -0.83
C -5.3412 1.4734 0.6075 -0.70
C -4.0443 1.3109 1.0639 -1.09
H -2.0454 -5.2606 1.7836 0.51
H -3.1788 -3.9646 2.1088 0.40
H -2.6384 -4.2774 0.4508 0.18
H 0.1111 -4.0471 3.8649 0.52
H -0.0297 -2.2951 4.0393 0.12
H -1.4455 -3.3174 4.2349 0.38
H 0.7348 -4.7811 0.8521 0.59
H 0.7569 -3.3188 -0.0977 0.09
H 1.5661 -3.3656 1.4828 0.38
H 4.3212 -2.0063 1.3284 0.49
H 3.0217 -2.3865 0.2268 -0.12
H 4.5887 -1.8693 -0.3993 0.42
H 4.0381 0.1197 2.9885 0.34
H 5.3486 0.3518 1.8441 0.50
H 4.3396 1.7094 2.2613 0.43
H 3.2163 1.5401 -1.5234 -0.04
H 4.4397 2.1115 -0.4091 0.53
H 4.7812 0.7226 -1.4331 0.42
H 2.9870 3.1912 2.3786 0.59
H 3.7397 5.3425 1.4970 0.46
H 2.4815 6.4542 -0.3185 0.43
H 0.4171 5.4132 -1.1995 0.53
H -0.3582 3.2621 -0.2845 0.25
H 1.0020 3.2326 3.8098 0.57
H 1.5515 2.8525 6.1773 0.48
H 2.0438 0.5697 6.9861 0.48
H 2.0047 -1.3381 5.4178 0.52
H 1.4987 -0.9598 3.0293 1.10
H -1.0671 1.4456 4.2738 0.56
H -1.7091 1.1819 6.6217 0.52
H -3.2480 -0.6351 7.2924 0.42
H -4.1752 -2.1589 5.5773 0.47
H -3.5552 -1.8926 3.2284 0.47
H -3.8143 -2.0617 0.8380 0.25
H -6.1209 -1.7699 0.0091 0.53
H -7.1003 0.4938 -0.1336 0.43
H -5.7766 2.4626 0.5583 0.49
H -3.4614 2.1733 1.3686 0.40
C 4.5843 6.1097 -11.6531 -0.84
O 3.4139 6.3759 -10.8882 -0.45
C 3.1531 5.5982 -9.8274 0.94
C 3.9575 4.5386 -9.4087 -0.75
C 3.5861 3.8021 -8.2962 -0.66
C 2.4268 4.0980 -7.5878 0.38
C 1.6296 5.1661 -8.0177 -0.57
C 1.9852 5.9047 -9.1188 -0.60
C 2.0121 3.3371 -6.4176 0.23
N 0.9617 3.6072 -5.6656 -0.84
C 0.9596 2.6538 -4.6962 1.32
C 2.0163 1.7784 -4.8478 -0.58
N 2.6820 2.2288 -5.9595 -0.05
C 2.2215 0.6607 -3.9962 1.11
C 3.2071 -0.3280 -4.1605 -1.17
C 3.2545 -1.3810 -3.2877 -1.98
C 2.3353 -1.4384 -2.2380 -0.67
N 1.4107 -0.5144 -2.0420 0.90
C 1.3308 0.5230 -2.9158 -0.35
C 0.2329 1.4306 -2.7418 -0.24
N -0.6217 1.1805 -1.7153 0.68
C -1.7515 1.8714 -1.6421 -0.12
C -2.0714 2.8856 -2.5439 -1.06
C -1.1772 3.2144 -3.5319 -0.78
C 0.0043 2.4682 -3.6513 0.42
H 4.5912 6.8458 -12.4501 0.25
H 4.5494 5.1072 -12.0837 0.35
H 5.4831 6.2241 -11.0441 0.34
H 4.8640 4.2844 -9.9361 0.42
H 4.2373 2.9892 -7.9956 0.20
H 0.7265 5.4013 -7.4722 0.47
H 1.3776 6.7301 -9.4628 0.45
H 3.5039 1.8345 -6.3820 0.20
H 3.9102 -0.2701 -4.9813 0.54
H 3.9811 -2.1733 -3.3964 0.64
H 2.3545 -2.2716 -1.5522 0.94
H -2.4097 1.6348 -0.8185 -0.12
H -3.0130 3.4041 -2.4347 0.60
H -1.3689 4.0104 -4.2395 0.65
F -2.0275 -2.1749 -4.9993 -0.25
C -1.3194 -1.6357 -4.0209 0.35
F -1.6353 -0.3395 -3.9438 -0.22
F -0.0219 -1.7133 -4.3580 -0.31
C -1.5670 -2.3264 -2.6333 0.83
O -1.1324 -1.5105 -1.6156 0.29
C -0.8408 -3.7041 -2.6249 -0.02
F -1.0487 -4.3702 -3.7506 -0.25
F -1.2432 -4.4536 -1.5992 -0.21
F 0.4828 -3.5283 -2.4853 -0.14
C -3.1044 -2.5517 -2.4811 0.26
F -3.7445 -1.3918 -2.6415 -0.24
F -3.5705 -3.4286 -3.3618 -0.25
F -3.3839 -3.0125 -1.2629 -0.14
```

Calculated values
HOMO, eV: -11.713
Total charge: +2
Kohn-Sham gap, eV: 5.97
LUMO level, Ha: -0.211
Relative energy (zero: lowest compared OMol25 entry of this formula, charge and spin), eV: 0.851
Spin multiplicity: 1

---

Record 7
Molecular formula: CH2N2O
Method: DFT, ωB97M-V/def2-TZVPD

```
6
Properties=species:S:1:pos:R:3:nbo_charge:R:1
O -1.3971 0.7009 -0.9167 -0.50
C -0.5270 0.0681 -0.5002 0.77
N -0.1274 -0.8331 0.5215 -0.47
N 0.7932 -0.2601 -0.4991 -0.50
H -0.2879 -0.1328 1.5130 0.33
H 1.5463 0.4569 -0.1185 0.38
```

Calculated values
HOMO, eV: -9.915
Total charge: 0
Kohn-Sham gap, eV: 10.20
LUMO level, Ha: 0.011
Relative energy (zero: lowest compared OMol25 entry of this formula, charge and spin), eV: 3.226
Spin multiplicity: 1

---

Record 8
Molecular formula: C10H19Cl2NO2
Method: DFT, ωB97M-V/def2-TZVPD

```
34
Properties=species:S:1:pos:R:3:nbo_charge:R:1
C 4.7132 1.0695 -0.7333 -0.60
C 3.8086 -0.1708 -0.8975 -0.42
C 2.4739 -0.0444 -0.1746 -0.06
O 1.4570 -0.5254 -1.0421 -0.54
C 0.1933 -0.6461 -0.4097 -0.07
C -0.6114 0.6824 -0.4844 -0.26
C -2.0634 0.4353 -0.9522 -0.22
N -1.9975 0.5587 -2.4179 -0.67
C -0.7060 0.9471 -2.8153 0.69
O -0.1767 0.7403 -3.8870 -0.55
C -0.1204 1.6228 -1.5889 -0.50
H 4.1244 1.9806 -0.6371 0.20
H 5.3525 0.9756 0.1410 0.20
H 5.3296 1.1929 -1.6205 0.21
H 4.3703 -1.0249 -0.5269 0.20
H 3.6216 -0.3027 -1.9595 0.23
H 2.2660 1.0061 0.0550 0.15
H 2.4787 -0.6221 0.7536 0.17
H -0.3229 -1.4233 -0.9740 0.19
H 0.3314 -0.9715 0.6182 0.18
H -0.4905 1.1552 0.4878 0.22
H -2.8526 0.9833 -0.4413 0.20
H -2.2948 -0.6151 -0.7770 0.19
H -2.7770 0.9591 -2.9088 0.40
H -0.7537 2.5062 -1.4841 0.22
H 0.9331 1.8584 -1.6052 0.24
Cl -2.0541 -1.7773 1.6010 -0.06
C -2.8340 -2.1452 3.1618 -0.39
C -3.8782 -1.1205 3.5215 -0.39
Cl -3.1580 0.4682 3.8891 -0.06
H -2.0559 -2.2030 3.9183 0.23
H -3.2992 -3.1245 3.0647 0.23
H -4.4154 -1.4421 4.4118 0.22
H -4.5920 -0.9830 2.7136 0.22
```

Calculated values
HOMO, eV: -9.274
Total charge: 0
Kohn-Sham gap, eV: 9.83
LUMO level, Ha: 0.021
Spin multiplicity: 1

---

Across the entries above, DFT total energy takes the values -2782.4852 -1943.2516 -387.4411 -344.4879 -6194.0243 -4823.4976 -223.9425 -1518.0259 Eh, respectively.